No. 1
{
  "formula": "C22H37ClP2W",
  "method": "the ωB97M-V functional and the def2-TZVPD basis",
  "e_lumo_ev": [-7.10, -7.57],
  "fmax_ev_per_a": 7.097,
  "charge": 2,
  "e_homo_ev": [-13.3, -13.9],
  "gap_ha": [0.2287, 0.2344],
  "de_lowest_kj_mol": 465.1,
  "multiplicity": 3,
  "elements": ["P", "P", "C", "C", "H", "H", "H", "H", "C", "H", "H", "H", "C", "H", "H", "H", "C", "H", "H", "H", "C", "H", "H", "H", "W", "C", "C", "C", "C", "C", "C", "C", "C", "C", "H", "H", "H", "H", "H", "H", "H", "H", "H", "H", "H", "H", "H", "H", "H", "Cl", "C", "C", "C", "C", "C", "C", "C", "H", "H", "H", "H", "H", "H"],
  "positions_angstrom": [[-0.99619, -3.10344, 0.31223], [-0.56927, 2.83244, 0.00329], [-1.86067, -1.84868, -0.77841], [-1.55698, -0.34349, -0.67573], [-2.95178, -2.01281, -0.59898], [-1.67403, -2.12612, -1.82402], [-2.01927, 0.19175, -1.53090], [-2.24506, 0.08150, 0.06940], [-1.94322, 3.56555, 0.93415], [-1.57751, 3.75318, 1.96253], [-2.80641, 2.87283, 0.95068], [-2.23061, 4.51241, 0.43257], [0.57053, 4.24201, -0.00651], [0.27050, 4.88784, -0.86011], [1.62024, 3.91932, -0.14187], [0.47258, 4.78215, 0.95817], [-2.23960, -3.65544, 1.45651], [-1.75632, -4.13332, 2.31606], [-2.89931, -4.37972, 0.95097], [-2.87079, -2.82000, 1.79301], [-0.33234, -4.27951, -0.84457], [0.28938, -3.78144, -1.60309], [-1.13955, -4.80980, -1.36161], [0.30226, -4.98112, -0.29035], [0.47923, 0.18728, -1.02311], [1.21049, 1.67967, -2.12167], [-0.21578, 1.47895, -2.40822], [-0.69566, 0.56085, -3.50468], [0.22347, -0.64907, -3.73922], [0.85994, -1.15657, -2.46362], [2.14184, -0.67591, -1.87111], [3.03357, 0.18190, -2.73188], [2.23796, 1.42863, -3.18054], [0.42700, -2.55584, 1.23543], [1.56436, 2.35229, -1.33222], [-0.84647, 2.35603, -2.21434], [-0.80834, 1.13749, -4.43747], [-1.70742, 0.16164, -3.28602], [-0.39389, -1.47520, -4.15164], [0.96857, -0.48517, -4.53280], [0.82049, -2.23463, -2.39804], [2.66234, -1.42610, -1.27595], [3.42096, -0.36592, -3.60583], [3.92426, 0.49995, -2.16830], [2.89742, 2.30976, -3.26113], [1.78472, 1.30691, -4.17806], [0.85646, -1.61720, 0.86499], [1.21436, -3.32062, 1.16990], [0.15504, -2.36169, 2.27710], [1.91430, 0.73491, 1.26750], [1.22141, 0.75211, 2.91487], [1.95324, 1.06151, 4.04265], [1.31727, 1.11458, 5.30506], [-0.03074, 0.78156, 5.43857], [-0.75677, 0.42891, 4.32245], [-0.16290, 0.47130, 3.03327], [-0.99917, 0.23224, 1.90172], [3.01745, 1.25683, 3.95375], [1.88994, 1.41107, 6.18340], [-0.51146, 0.80841, 6.41592], [-1.79661, 0.11189, 4.41129], [-1.32468, -0.81372, 1.78118], [-1.80278, 0.96490, 1.74342]]
}

No. 2
{
  "formula": "C24H35N2OSc",
  "method": "the ωB97M-V functional and the def2-TZVPD basis",
  "e_lumo_ev": -6.56,
  "fmax_ev_per_a": 1.943,
  "charge": 2,
  "e_homo_ev": -14.6,
  "gap_ha": 0.2961,
  "de_lowest_kj_mol": 6.6,
  "elements": ["C", "H", "H", "H", "C", "H", "H", "C", "H", "H", "H", "C", "C", "C", "C", "C", "C", "C", "C", "C", "C", "Sc", "H", "H", "H", "H", "H", "H", "H", "H", "H", "H", "H", "H", "H", "H", "H", "C", "N", "N", "C", "O", "C", "C", "C", "C", "C", "C", "C", "C", "C", "H", "H", "H", "H", "H", "H", "H", "H", "H", "H", "H", "H"],
  "positions_angstrom": [[0.26769, -2.11430, 1.89773], [1.22557, -1.64253, 2.19738], [-0.33698, -2.53636, 2.71865], [-0.32724, -1.23502, 1.70480], [0.60957, -3.18378, 0.87323], [-0.08988, -3.36615, 0.04869], [1.55828, -2.94092, 0.40652], [0.86806, -4.57901, 1.55442], [1.24628, -5.30090, 0.82031], [1.63221, -4.53835, 2.35318], [-0.04251, -5.02465, 1.99235], [-2.82230, -0.33947, -1.28373], [-2.64709, -1.76947, -1.32171], [-2.91486, -2.28290, -0.00733], [-3.22171, -1.17439, 0.84426], [-3.13582, 0.03690, 0.07181], [-3.40083, 1.41930, 0.53490], [-3.62503, -1.27277, 2.27828], [-2.93300, -3.71875, 0.38368], [-2.21981, -2.55966, -2.51576], [-2.57063, 0.60193, -2.41136], [-0.96718, -0.83848, -0.15286], [-3.35467, -0.36023, 2.83418], [-4.71463, -1.41782, 2.39438], [-3.13255, -2.12900, 2.76941], [-3.19788, 1.52402, 1.60324], [-2.75957, 2.12499, -0.00199], [-4.44457, 1.72330, 0.35660], [-1.85578, 0.16807, -3.12647], [-3.50106, 0.81509, -2.95540], [-2.16349, 1.55776, -2.05151], [-1.80715, -3.53294, -2.22195], [-3.07670, -2.73729, -3.17899], [-1.45582, -2.01742, -3.09351], [-2.49087, -3.87795, 1.37487], [-3.96017, -4.11173, 0.41533], [-2.37050, -4.32253, -0.33829], [4.06708, 3.48747, -1.22187], [3.05098, 2.50294, -1.49471], [2.23737, 1.94234, -0.55193], [1.51094, 0.95067, -1.12792], [0.63300, 0.25179, -0.46763], [1.92464, 0.90325, -2.50056], [2.89754, 1.88153, -2.66777], [3.71681, 2.28776, -3.82598], [2.14387, 2.41250, 0.79917], [2.08412, 3.78590, 1.03834], [1.97102, 4.21795, 2.35760], [1.84503, 3.28074, 3.39427], [1.87789, 1.90350, 3.11121], [2.06316, 1.47020, 1.81773], [5.05379, 3.11668, -1.52443], [4.13013, 3.76860, -0.17731], [3.88124, 4.39468, -1.80654], [1.53177, 0.21997, -3.24536], [3.55568, 3.33671, -4.07212], [4.77947, 2.14698, -3.63056], [3.43709, 1.67580, -4.68035], [2.12714, 4.50899, 0.22179], [1.96238, 5.29250, 2.57886], [1.72747, 3.62395, 4.43525], [1.76660, 1.17517, 3.90797], [2.15641, 0.41485, 1.56550]]
}

No. 3
{
  "formula": "C4H11N2O",
  "method": "the ωB97M-V functional and the def2-TZVPD basis",
  "e_lumo_ev": 4.05,
  "fmax_ev_per_a": 4.131,
  "charge": -1,
  "e_homo_ev": -2.7,
  "gap_ha": 0.2496,
  "de_lowest_kj_mol": 150.9,
  "elements": ["C", "C", "N", "C", "N", "C", "O", "H", "H", "H", "H", "H", "H", "H", "H", "H", "H", "H"],
  "positions_angstrom": [[2.22593, -0.30135, -1.28220], [0.79023, -0.19664, -0.84307], [-0.13905, 0.68469, -1.58863], [0.89233, 0.13501, 0.65345], [-0.11518, -0.59022, 1.42532], [-1.58909, -0.09065, 1.36566], [-2.26112, 0.32811, 0.26538], [2.85572, 0.57291, -0.94441], [2.73950, -1.18741, -1.07489], [2.31354, -0.21434, -2.38559], [0.38630, -1.17481, -0.80073], [-0.53014, 0.08297, -2.35638], [-0.97313, 0.81290, -0.95914], [1.83936, -0.19544, 0.94884], [0.82318, 1.20692, 0.76647], [0.08703, -0.37461, 2.33172], [-1.48187, 0.78665, 2.16494], [-2.10736, -0.88002, 1.96613]]
}

No. 4
{
  "formula": "C10H10O2",
  "method": "the ωB97M-V functional and the def2-TZVPD basis",
  "e_lumo_ev": [0.75, -2.81],
  "fmax_ev_per_a": 5.522,
  "e_homo_ev": [-5.0, -9.3],
  "gap_ha": [0.2097, 0.2380],
  "de_lowest_kj_mol": 0.0,
  "multiplicity": 3,
  "elements": ["C", "C", "C", "C", "C", "C", "C", "C", "C", "C", "O", "O", "H", "H", "H", "H", "H", "H", "H", "H", "H", "H"],
  "positions_angstrom": [[3.53238, 0.41334, 0.27151], [3.20439, -0.94813, 0.26046], [2.51456, 1.39140, 0.14747], [1.85721, -1.32398, 0.08344], [1.27583, 1.05476, -0.22392], [0.94517, -0.35033, -0.27161], [-1.51965, -1.12849, -1.15267], [-0.45020, -0.74548, -0.49540], [-1.97844, -0.35450, 0.02078], [-2.59404, 0.99748, -0.01513], [-2.51215, -1.12498, 1.06701], [-4.01216, 0.80550, 0.17439], [4.44135, 0.88415, 0.43259], [3.84892, -1.80390, 0.44322], [2.68884, 2.39728, 0.16328], [1.45984, -2.38558, 0.05573], [0.58096, 1.74295, -0.41214], [-1.76375, -1.70296, -2.04904], [-2.48480, 1.47953, -0.91822], [-2.35755, 1.58419, 0.76947], [-2.37323, -0.98886, 1.98670], [-4.30346, 0.10660, -0.33789]]
}